Computed, not measured: a molecular structure, C11H14N2OPPd in a non-equilibrium geometry, with ωB97M-V with the def2-TZVPD basis set.

Geometry as XYZ:
```
30
C11H14N2OPPd | the Open Molecules 2025 dataset | ωB97M-V with the def2-TZVPD basis set
C 1.69 0.51 -2.77
C 0.64 0.60 -3.85
C -0.16 -0.60 -3.81
C 0.17 -1.28 -2.69
C 1.29 -0.58 -1.92
Pd -0.23 0.65 -2.18
P 0.05 2.87 -0.72
H 2.71 1.09 -2.77
H 0.34 1.26 -4.62
H -0.86 -0.93 -4.70
H 1.59 -1.04 -0.95
H -0.26 -2.25 -2.58
H -0.95 2.74 0.20
H 0.00 3.89 -1.73
H 1.29 2.62 -0.15
N -2.05 -2.12 3.85
C -1.85 -1.81 2.53
O -2.50 -2.39 1.67
C -0.83 -0.82 2.21
C 0.20 -0.34 3.07
C 1.24 0.42 2.55
C 1.19 0.77 1.23
N 0.01 0.59 0.62
C -0.86 -0.37 0.89
H -2.89 -2.62 4.09
H -1.79 -1.43 4.51
H 0.18 -0.55 4.15
H 2.07 0.79 3.10
H 2.06 1.15 0.69
H -1.49 -0.82 0.09
```

spin multiplicity	3
E_LUMO (spin up / spin down)	3.53 / 3.45	eV
calculated total energy	-29423.242	eV
charge	-1
orbital gap (spin up / spin down)	4.68 / 6.44	eV

Computed, not measured: a molecular structure, CH3Br3OSi in a non-equilibrium geometry, with ωB97M-V with the def2-TZVPD basis set.

Geometry as XYZ:
```
9
CH3Br3OSi | the Open Molecules 2025 dataset | ωB97M-V with the def2-TZVPD basis set
C 1.06 0.78 -0.14
O -0.18 0.86 0.19
Si -1.43 -0.32 0.32
Br 1.86 -1.80 -0.09
Br 1.38 0.92 -2.11
Br 2.38 1.48 0.91
H -2.56 0.65 0.36
H -0.80 -1.18 1.35
H -1.69 -1.39 -0.80
```

spin multiplicity	1
E_LUMO (spin up / spin down)	-1.69 / -1.69	eV
calculated total energy	-221136.444	eV
charge	0
orbital gap (spin up / spin down)	7.43 / 7.43	eV

Computed, not measured: 9 unconnected molecules or ions with the total composition C40H105N7O15 in a non-equilibrium geometry, with ωB97M-V with the def2-TZVPD basis set.

Geometry as XYZ:
```
167
C40H105N7O15 | the Open Molecules 2025 dataset | ωB97M-V with the def2-TZVPD basis set
C 1.44 1.96 3.01
O 1.19 1.56 4.32
C 0.46 0.32 4.31
C 0.12 -0.02 5.79
C 1.41 -0.42 6.53
N -0.80 -1.09 5.99
H 1.81 2.98 2.99
H 0.51 2.03 2.44
H 2.09 1.33 2.40
H -0.48 0.43 3.78
H 1.06 -0.49 3.89
H -0.39 0.78 6.33
H 1.24 -0.47 7.60
H 2.19 0.34 6.49
H 1.75 -1.39 6.18
H -0.26 -1.92 6.20
H -1.14 -0.88 6.91
C -4.27 3.29 3.51
O -4.62 3.45 2.18
C -3.43 3.56 1.32
C -3.81 3.71 -0.18
C -4.74 2.55 -0.69
N -2.63 3.90 -1.02
H -5.13 2.92 4.08
H -3.96 4.22 3.98
H -3.52 2.53 3.73
H -2.81 4.38 1.69
H -2.78 2.69 1.30
H -4.42 4.62 -0.26
H -5.80 2.60 -0.45
H -4.46 1.56 -0.33
H -4.74 2.51 -1.78
H -2.10 4.67 -0.65
H -2.84 4.29 -1.92
C 2.07 -2.56 2.60
O 2.80 -3.55 1.86
C 3.10 -3.19 0.60
C 3.92 -4.34 -0.03
C 3.21 -5.73 -0.04
N 5.23 -4.48 0.55
H 2.39 -1.53 2.51
H 2.07 -2.80 3.66
H 1.00 -2.53 2.36
H 2.13 -3.09 0.11
H 3.52 -2.18 0.56
H 4.20 -4.03 -1.04
H 2.26 -5.78 -0.56
H 2.99 -6.01 0.99
H 3.91 -6.49 -0.39
H 5.68 -3.62 0.82
H 4.82 -4.65 1.46
C -3.30 -1.73 -4.84
O -3.57 -2.17 -3.53
C -3.85 -1.09 -2.67
C -3.89 -1.61 -1.19
N -4.90 -2.68 -1.26
C -4.78 -3.60 -0.15
C -4.96 -2.98 1.21
O -3.69 -2.41 1.66
C -3.86 -1.77 2.92
H -2.32 -1.28 -5.03
H -4.00 -0.93 -5.07
H -3.52 -2.52 -5.56
H -4.82 -0.69 -2.95
H -2.98 -0.43 -2.70
H -4.08 -0.95 -0.35
H -2.90 -2.01 -0.95
H -4.71 -3.19 -2.12
H -3.82 -4.10 -0.29
H -5.50 -4.39 -0.38
H -5.32 -3.76 1.89
H -5.74 -2.21 1.23
H -4.18 -2.53 3.63
H -4.60 -0.98 2.85
H -2.98 -1.24 3.29
C -0.70 -4.64 -1.27
O -0.75 -5.44 -0.13
C -0.98 -4.79 1.12
C -1.53 -5.87 2.03
N -0.59 -6.86 2.42
C 0.39 -6.23 3.35
C 1.45 -7.25 3.83
O 1.07 -8.02 4.97
C 2.16 -8.69 5.60
H 0.03 -3.85 -1.14
H -1.59 -4.04 -1.46
H -0.57 -5.25 -2.17
H -1.79 -4.07 0.98
H -0.13 -4.30 1.59
H -2.38 -6.36 1.55
H -1.97 -5.36 2.89
H -0.15 -7.19 1.58
H -0.13 -5.87 4.24
H 0.92 -5.35 2.97
H 2.34 -6.64 3.98
H 1.71 -7.86 2.96
H 2.97 -8.01 5.88
H 2.53 -9.53 5.02
H 1.85 -9.11 6.55
C 3.40 -2.36 -3.82
O 2.40 -1.44 -4.11
C 1.16 -1.58 -3.42
C 0.33 -0.34 -3.42
N 0.07 0.14 -4.74
C -0.54 1.45 -4.90
C -0.77 1.80 -6.33
O 0.38 1.68 -7.11
C 0.22 2.35 -8.37
H 3.59 -2.29 -2.75
H 4.30 -2.12 -4.39
H 3.04 -3.36 -4.08
H 1.52 -1.76 -2.41
H 0.62 -2.45 -3.79
H 0.88 0.51 -3.02
H -0.60 -0.52 -2.88
H 0.80 0.16 -5.43
H 0.22 2.14 -4.54
H -1.49 1.51 -4.36
H -1.22 2.79 -6.40
H -1.61 1.14 -6.56
H 0.29 3.41 -8.13
H -0.64 2.03 -8.96
H 1.12 2.09 -8.92
C 0.81 4.11 -0.22
O 1.38 5.42 -0.30
C 1.85 5.96 0.98
C 2.60 7.27 0.67
N 1.68 8.10 -0.13
C 2.35 9.03 -0.99
C 1.43 9.96 -1.83
O 2.21 10.74 -2.72
C 1.42 11.87 -3.24
H 1.42 3.37 0.30
H 0.51 3.72 -1.19
H -0.06 4.24 0.43
H 2.62 5.36 1.47
H 0.97 6.01 1.62
H 3.45 6.96 0.08
H 2.87 7.83 1.57
H 1.20 7.43 -0.72
H 3.05 8.55 -1.67
H 2.96 9.66 -0.34
H 1.03 10.59 -1.03
H 0.61 9.41 -2.28
H 2.05 12.50 -3.86
H 1.01 12.45 -2.41
H 0.60 11.44 -3.83
O 2.85 1.69 -1.65
C 3.57 0.55 -1.56
C 4.84 0.77 -0.70
O 5.57 -0.45 -0.63
H 3.20 2.30 -2.30
H 2.94 -0.25 -1.18
H 3.74 0.25 -2.59
H 4.45 0.97 0.30
H 5.54 1.57 -0.96
H 6.14 -0.51 -1.39
O 0.91 -0.22 0.50
C -0.48 -0.70 0.44
C -1.46 0.51 0.41
O -1.27 1.23 -0.83
H 1.11 0.46 -0.14
H -0.54 -1.34 -0.44
H -0.67 -1.25 1.36
H -1.12 1.16 1.21
H -2.44 0.13 0.69
H -1.68 2.10 -0.79
```

spin multiplicity	1
E_LUMO	0.33	eV
SMILES	COC[C@H](C)N.COC[C@H](C)N.COC[C@H](C)N.COCCNCCOC.COCCNCCOC.COCCNCCOC.COCCNCCOC.OCCO.OCCO
calculated total energy	-84314.654	eV
charge	0
orbital gap	8.47	eV

Computed, not measured: a molecular structure, C10H14BF5N6OOsTe in a non-equilibrium geometry, with ωB97M-V with the def2-TZVPD basis set.

Geometry as XYZ:
```
39
C10H14BF5N6OOsTe | the Open Molecules 2025 dataset | ωB97M-V with the def2-TZVPD basis set
C 2.82 -0.90 0.53
N 1.54 -0.73 0.17
N 1.49 0.06 -0.95
C 2.77 0.30 -1.35
C 3.63 -0.28 -0.45
B 0.21 0.38 -1.77
N -0.82 -0.80 -1.52
N -1.13 -1.48 -0.32
C -1.90 -2.56 -0.65
C -2.01 -2.63 -2.04
C -1.34 -1.53 -2.54
Os -0.13 -1.68 1.45
N -0.31 1.90 -1.84
N -0.49 2.78 -0.79
C -0.94 3.94 -1.30
C -1.02 3.85 -2.72
C -0.60 2.55 -3.01
H -1.18 4.82 -0.70
H -0.46 2.06 -3.95
H -1.33 4.62 -3.41
H 0.59 0.21 -2.91
H -1.15 -1.23 -3.56
H 2.96 0.85 -2.26
H -2.49 -3.43 -2.59
H 4.70 -0.30 -0.47
H -2.26 -3.24 0.11
H 3.09 -1.41 1.44
H -1.76 -1.13 1.67
C -1.75 -2.04 2.36
H -2.59 -2.67 2.07
H -0.81 -2.79 2.28
H -1.79 -1.68 3.38
F 0.23 2.47 3.32
Te 0.62 0.65 3.70
F 1.01 -1.29 3.74
F 2.33 0.80 2.86
F 1.52 1.04 5.38
F -1.06 0.29 4.59
O -0.19 0.24 2.05
```

spin multiplicity	5
E_LUMO (spin up / spin down)	-16.28 / -18.70	eV
calculated total energy	-45552.164	eV
charge	+4
orbital gap (spin up / spin down)	6.94 / 4.28	eV